Here is a 6-piece molecular cluster, C33H38Cl2O2PS2 overall from the OMol25 dataset. Energies are from ωB97M-V/def2-TZVPD.

- M (g mol⁻¹) = 632.68
- spin multiplicity = 1
- electronic energy (Eh) = -3488.64314
- frontier orbital gap (eV) = 7.017
- total charge = +1

The geometry in XYZ format:
```
78
C33H38Cl2O2PS2 (ωB97M-V/def2-TZVPD)
C -4.76 -1.75 1.28
C -3.93 -3.00 1.05
Cl -4.91 -4.41 0.56
C -2.84 -2.86 -0.03
Cl -2.12 -1.27 -0.17
S -1.44 -4.04 0.17
P -0.21 -3.74 1.98
O -1.19 -3.60 3.21
O 0.38 -2.31 1.67
S 0.93 -5.21 1.96
H -4.88 -1.17 0.36
H -4.29 -1.11 2.02
H -5.74 -2.03 1.65
H -3.46 -3.30 1.99
H -3.27 -3.16 -0.99
H -2.15 -5.14 0.50
H -1.69 -2.78 3.34
H -0.09 -1.52 1.98
C 2.43 3.15 -0.37
C 2.77 1.81 -0.25
C 1.78 0.84 -0.28
C 0.45 1.21 -0.44
C 0.11 2.55 -0.55
C 1.10 3.52 -0.52
H 3.20 3.91 -0.34
H 3.81 1.52 -0.14
H 2.05 -0.21 -0.19
H -0.32 0.45 -0.46
H -0.93 2.84 -0.68
H 0.84 4.56 -0.61
C 5.76 6.60 2.66
C 6.10 5.26 2.76
C 5.10 4.29 2.73
C 3.77 4.67 2.60
C 3.44 6.01 2.50
C 4.44 6.98 2.53
H 6.54 7.36 2.68
H 7.14 4.97 2.86
H 5.36 3.24 2.82
H 3.00 3.91 2.57
H 2.40 6.31 2.39
H 4.17 8.03 2.45
C 1.43 10.15 -0.07
C 1.76 8.81 0.04
C 0.77 7.84 0.02
C -0.56 8.22 -0.11
C -0.90 9.56 -0.22
C 0.10 10.53 -0.20
H 2.20 10.91 -0.05
H 2.80 8.51 0.14
H 1.03 6.80 0.11
H -1.34 7.46 -0.13
H -1.94 9.85 -0.33
H -0.16 11.57 -0.28
C -4.85 -3.29 -3.24
C -3.75 -2.53 -3.63
C -3.61 -2.12 -4.95
C -4.57 -2.47 -5.88
C -5.67 -3.23 -5.50
C -5.81 -3.64 -4.18
H -4.98 -3.61 -2.22
H -2.99 -2.24 -2.91
H -2.75 -1.53 -5.25
H -4.47 -2.16 -6.91
H -6.42 -3.50 -6.23
H -6.67 -4.23 -3.88
C 2.91 -9.62 1.47
C 2.14 -8.52 1.12
C 1.11 -8.66 0.20
C 0.84 -9.89 -0.37
C 1.61 -10.99 -0.02
C 2.65 -10.86 0.90
H 3.71 -9.51 2.19
H 2.34 -7.55 1.57
H 0.51 -7.79 -0.07
H 0.04 -10.00 -1.09
H 1.41 -11.96 -0.46
H 3.25 -11.71 1.17
```

These are the Mulliken partial charges, in e, on atoms 1 to 5:
1. C -1.39
2. C 0.51
3. Cl -0.11
4. C 0.44
5. Cl -0.28

=====

Here is C31H25IIrN7O8 as an isolated structure from the OMol25 dataset. Energies are from ωB97M-V/def2-TZVPD.

- M (g mol⁻¹) = 942.70
- spin multiplicity = 2
- electronic energy (Eh) = -2583.49265
- relative energy (zero: lowest compared OMol25 entry of this formula, charge and spin) (kcal per mole) = 33.1
- frontier orbital gap (alpha / beta) (eV) = 8.174 / 6.547
- total charge = +1

The geometry in XYZ format:
```
73
C31H25IIrN7O8 (ωB97M-V/def2-TZVPD)
Ir -0.48 1.41 -0.02
O 3.39 5.40 -3.00
C 2.52 4.67 -2.29
C 1.14 4.88 -2.35
C 0.34 4.06 -1.59
N 0.87 3.12 -0.83
C 2.17 2.93 -0.72
C 3.05 3.69 -1.44
C 2.46 1.90 0.34
O 3.57 1.55 0.63
O 1.35 1.50 0.94
C -1.15 4.13 -1.37
O -1.87 4.92 -1.92
O -1.52 3.27 -0.45
H 2.94 6.05 -3.55
H 0.69 5.65 -2.96
H 4.12 3.55 -1.34
O 0.46 0.61 -1.77
C 0.65 -0.48 -1.15
N 1.34 -1.57 -1.41
C 1.45 -2.39 -0.19
C 0.66 -1.51 0.83
O 0.53 -1.71 2.01
N 0.10 -0.49 0.08
C 2.92 -2.57 0.16
C 3.49 -2.14 1.36
C 4.84 -2.34 1.59
C 5.63 -2.97 0.64
C 5.07 -3.40 -0.55
C 3.72 -3.21 -0.79
C 0.71 -3.72 -0.29
C -0.15 -3.99 -1.35
C -0.82 -5.21 -1.39
C -0.64 -6.14 -0.38
C 0.21 -5.86 0.68
C 0.89 -4.65 0.72
H 1.86 -1.73 -2.26
H 2.88 -1.65 2.10
H 5.27 -2.00 2.52
H 6.69 -3.12 0.83
H 5.68 -3.90 -1.29
H 3.28 -3.59 -1.70
H -0.31 -3.26 -2.13
H -1.48 -5.43 -2.22
H -1.16 -7.09 -0.42
H 0.35 -6.58 1.47
H 1.56 -4.43 1.55
I -2.64 -0.73 2.24
C -1.83 1.12 2.74
C -2.05 1.54 4.04
C -1.56 2.75 4.48
C -0.83 3.53 3.59
C -0.64 3.06 2.31
N -1.12 1.88 1.88
H -2.62 0.90 4.71
H -1.73 3.08 5.49
H -0.41 4.48 3.87
H -0.07 3.62 1.59
C -5.96 0.67 -0.62
N -4.55 0.44 -0.86
C -4.01 -0.69 -1.57
C -2.52 -0.41 -1.51
O -1.68 -1.11 -2.00
N -2.33 0.77 -0.78
C -3.57 1.22 -0.43
N -3.80 2.31 0.29
H -6.53 -0.07 -1.18
H -6.26 1.66 -0.98
H -6.21 0.57 0.43
H -4.34 -0.73 -2.61
H -4.22 -1.64 -1.09
H -3.06 3.02 0.22
H -4.75 2.60 0.42
```

These are the Mulliken partial charges, in e, on atoms 1 to 5:
1. Ir 1.03
2. O -0.52
3. C 0.96
4. C -0.50
5. C -0.03

=====

Here is C21H43BO2P2Sn as an isolated structure at a distorted geometry from the OMol25 dataset. Energies are from ωB97M-V/def2-TZVPD.

- M (g mol⁻¹) = 519.04
- spin multiplicity = 1
- electronic energy (Eh) = -1897.55575
- relative energy (zero: lowest compared OMol25 entry of this formula, charge and spin) (kcal per mole) = 67.1
- frontier orbital gap (alpha / beta) (eV) = 5.671 / 4.230
- total charge = +2

The geometry in XYZ format:
```
70
C21H43BO2P2Sn (ωB97M-V/def2-TZVPD)
P 3.21 0.72 -0.13
P 0.68 -1.07 -1.95
C 3.39 -0.29 -1.65
C 2.23 -0.24 -2.65
H 3.54 -1.32 -1.28
H 4.34 -0.02 -2.13
H 1.99 0.77 -3.00
H 2.52 -0.83 -3.53
C 1.31 -2.72 -2.63
H 0.49 -3.43 -2.78
H 2.06 -3.25 -2.03
H 1.78 -2.57 -3.61
C -0.89 -1.14 -2.91
H -1.30 -2.19 -2.91
H -0.71 -0.78 -3.96
H -1.62 -0.43 -2.45
C 4.98 0.65 0.37
H 5.21 1.34 1.19
H 5.67 0.85 -0.46
H 5.21 -0.35 0.74
C 2.98 2.48 -0.52
H 2.27 2.59 -1.36
H 3.94 2.95 -0.80
H 2.60 2.98 0.38
Sn -0.41 2.00 -1.66
C 1.23 -2.45 0.29
C 2.50 -2.93 0.33
C 3.15 -3.54 1.54
C 3.13 -2.47 2.68
C 3.48 -1.11 2.29
C 2.64 -0.10 1.84
C 1.07 -0.27 1.75
C 0.47 -1.61 1.30
C -0.53 3.86 -0.35
H 0.45 -2.99 -0.32
H 2.97 -3.26 -0.60
H 4.22 -3.80 1.34
H 2.58 -4.45 1.90
H 2.17 -2.49 3.20
H 3.87 -2.77 3.44
H 4.47 -0.81 2.61
H 2.90 0.90 2.27
H 0.64 0.57 1.14
H 0.72 -0.02 2.76
H 0.30 -2.25 2.20
H -0.53 -1.43 0.86
H -0.58 4.78 -0.95
H 0.37 3.81 0.28
H -1.46 3.79 0.23
C -4.16 0.05 1.92
C -4.09 0.42 0.45
C -4.99 -0.54 -0.32
O -2.73 0.26 0.03
B -2.44 1.36 -0.76
O -3.44 2.32 -0.86
C -4.43 1.93 0.09
C -5.81 2.23 -0.48
C -4.24 2.83 1.30
H -3.45 0.59 2.55
H -3.92 -1.01 2.06
H -5.19 0.19 2.28
H -4.63 -1.57 -0.21
H -6.01 -0.50 0.11
H -5.04 -0.31 -1.39
H -6.56 2.02 0.29
H -5.90 3.29 -0.75
H -6.09 1.64 -1.36
H -3.24 2.69 1.72
H -4.35 3.86 0.96
H -5.00 2.62 2.07
```

These are the natural (NBO) partial charges, in e, on atoms 1 to 5:
1. P 1.31
2. P 1.02
3. C -0.74
4. C -0.69
5. H 0.25

=====

Here is an isolated ion of composition C4H7NO2S and charge -2 at a distorted geometry from the OMol25 dataset. Energies are from ωB97M-V/def2-TZVPD.

- M (g mol⁻¹) = 133.17
- SMILES = O=C(CC[S-])NC[O-]
- spin multiplicity = 1
- electronic energy (Eh) = -759.99270
- relative energy (zero: lowest compared OMol25 entry of this formula, charge and spin) (kcal per mole) = 44.1
- frontier orbital gap (eV) = 5.848
- total charge = -2

The geometry in XYZ format:
```
15
C4H7NO2S (ωB97M-V/def2-TZVPD)
O 1.68 1.17 0.65
C 0.69 0.41 0.57
C -0.14 0.41 -0.74
C 0.45 1.31 -1.83
S 0.27 0.60 -3.53
N 0.31 -0.41 1.55
C -0.90 -1.52 1.48
O -0.83 -2.25 2.56
H -0.03 -0.61 -1.14
H -1.21 0.47 -0.57
H -0.08 2.28 -1.92
H 1.49 1.47 -1.60
H 0.67 -0.38 2.49
H -0.57 -2.08 0.60
H -1.80 -0.85 1.45
```

These are the natural (NBO) partial charges, in e, on atoms 1 to 5:
1. O -0.74
2. C 0.66
3. C -0.53
4. C -0.51
5. S -0.81

=====

Here is one molecule with the formula C3H4S3 at a distorted geometry from the OMol25 dataset. Energies are from ωB97M-V/def2-TZVPD.

- M (g mol⁻¹) = 136.27
- spin multiplicity = 3
- electronic energy (Eh) = -1311.15277
- relative energy (zero: lowest compared OMol25 entry of this formula, charge and spin) (kcal per mole) = 0.0
- frontier orbital gap (alpha / beta) (eV) = 7.860 / 6.645

The geometry in XYZ format:
```
10
C3H4S3 (ωB97M-V/def2-TZVPD)
C -0.30 1.25 1.19
C -0.30 -0.08 0.50
C 0.19 -0.46 -0.76
S 0.98 0.21 1.91
S 0.72 -1.85 -3.21
S -0.41 -1.82 -1.61
H 0.10 2.10 0.63
H -1.17 1.41 1.72
H -0.98 -0.82 0.73
H 1.17 0.05 -1.09
```

These are the natural (NBO) partial charges, in e, on atoms 1 to 5:
1. C -0.48
2. C -0.31
3. C -0.37
4. S 0.07
5. S -0.08

=====

Here is a 6-piece molecular cluster, H11O6 overall at a distorted geometry from the OMol25 dataset. Energies are from ωB97M-V/def2-TZVPD.

- M (g mol⁻¹) = 107.08
- spin multiplicity = 1
- electronic energy (Eh) = -458.09161
- relative energy (zero: lowest compared OMol25 entry of this formula, charge and spin) (kcal per mole) = 17.3
- frontier orbital gap (eV) = 8.666
- total charge = -1

The geometry in XYZ format:
```
17
H11O6 (ωB97M-V/def2-TZVPD)
O -0.95 1.39 -0.03
H -1.25 1.71 0.85
O 0.33 2.49 -1.93
H -0.21 2.14 -2.65
H -0.25 2.10 -1.17
O -2.88 1.21 -2.46
H -3.03 1.98 -1.89
H -2.40 0.69 -1.81
O 1.19 -4.60 1.82
H 1.75 -5.08 1.22
H 1.30 -3.71 1.42
O 0.99 -1.89 1.08
H 1.35 -1.07 1.40
H 0.26 -1.50 0.59
O 1.40 1.07 1.43
H 1.81 1.95 1.33
H 0.61 1.11 0.82
```

These are the natural (NBO) partial charges, in e, on atoms 1 to 5:
1. O -1.29
2. H 0.43
3. O -1.03
4. H 0.44
5. H 0.51

=====

Here is one molecule with the formula C5H5N at a distorted geometry from the OMol25 dataset. Energies are from ωB97M-V/def2-TZVPD.

- M (g mol⁻¹) = 79.10
- spin multiplicity = 1
- electronic energy (Eh) = -248.11989
- relative energy (zero: lowest compared OMol25 entry of this formula, charge and spin) (kcal per mole) = 97.4
- frontier orbital gap (eV) = 9.440

The geometry in XYZ format:
```
11
C5H5N (ωB97M-V/def2-TZVPD)
C -0.69 0.98 -0.79
C 0.61 0.25 -0.46
C 0.46 -0.96 0.43
C 0.73 -2.23 0.23
C -0.04 -1.08 1.78
N -0.42 -1.31 2.86
H -1.15 1.42 0.10
H -1.41 0.31 -1.26
H -0.49 1.80 -1.49
H 1.34 0.94 -0.01
H 1.06 -0.12 -1.39
```

These are the natural (NBO) partial charges, in e, on atoms 1 to 5:
1. C -0.60
2. C -0.40
3. C -0.45
4. C 0.34
5. C 0.24

=====

Here is C16H29BeBrCl3F9KMgNO10S2Si as an isolated structure at a distorted geometry from the OMol25 dataset. Energies are from ωB97M-V/def2-TZVPD.

- M (g mol⁻¹) = 917.28
- spin multiplicity = 1
- electronic energy (Eh) = -8187.68202
- frontier orbital gap (eV) = 0.791

The geometry in XYZ format:
```
75
C16H29BeBrCl3F9KMgNO10S2Si (ωB97M-V/def2-TZVPD)
C 0.13 2.30 1.23
C 0.23 0.98 2.03
Br 1.42 1.22 3.59
C 0.73 -0.14 1.06
Si -0.75 -1.34 0.68
C -0.92 -1.55 -1.21
C -2.29 -0.95 -1.68
O -2.20 -0.20 -2.90
C -2.20 1.04 -2.62
O -1.29 1.72 -2.92
C -0.43 -2.95 1.65
C -1.52 -3.30 2.66
F -0.20 -3.93 0.73
H -0.58 2.16 0.40
H -0.24 3.13 1.92
H 1.11 2.48 0.77
H -0.74 0.73 2.42
H 1.10 0.34 0.15
H 1.56 -0.68 1.49
H -1.98 -0.71 1.20
H -0.88 -2.60 -1.46
H -0.07 -1.05 -1.66
H -2.65 -0.28 -0.89
H -2.97 -1.79 -1.77
H -3.01 1.52 -2.06
H 0.50 -2.82 2.21
H -1.12 -3.99 3.40
H -2.35 -3.77 2.15
H -1.83 -2.40 3.18
Be 2.68 3.41 3.46
C -2.05 -5.37 -1.87
F -2.38 -4.20 -1.31
F -2.46 -5.32 -3.13
F -0.73 -5.41 -1.92
S -2.77 -6.78 -0.96
O -4.19 -6.58 -1.04
O -2.21 -6.67 0.36
N -2.16 -7.91 -1.88
S -2.49 -9.40 -1.47
O -3.86 -9.82 -1.64
O -1.85 -9.89 -0.28
C -1.59 -10.20 -2.85
F -0.29 -9.89 -2.83
F -2.05 -9.82 -4.03
F -1.68 -11.52 -2.80
C 2.42 6.81 -0.91
C 1.83 5.94 0.16
O 2.19 6.46 1.46
C 1.96 7.87 1.89
C 0.63 8.50 1.95
H 3.49 6.89 -0.77
H 2.22 6.39 -1.93
H 2.00 7.82 -0.87
H 2.26 4.92 0.10
H 0.70 5.81 -0.01
H 2.61 8.49 1.27
H 2.37 7.90 2.90
H 0.14 8.54 0.97
H 0.72 9.53 2.32
H -0.01 7.96 2.61
C 3.30 9.86 4.91
Cl 2.65 10.79 3.55
Cl 2.64 8.21 4.92
H 4.38 9.80 4.82
H 3.03 10.35 5.84
F -1.28 5.57 1.66
K -1.98 2.89 -4.84
F 1.43 5.30 -3.63
C 2.29 -9.93 -5.13
O 1.26 -9.24 -4.91
O 2.19 -11.24 -4.74
O 3.35 -9.56 -5.65
H 1.26 -11.18 -4.39
Mg 0.02 4.54 0.78
Cl 3.44 6.20 6.08
```

These are the Mulliken partial charges, in e, on atoms 1 to 5:
1. C -1.59
2. C -0.08
3. Br -0.03
4. C -1.06
5. Si -0.37